[1]
100
Properties=species:S:1:pos:R:3 method="wB97M-V/def2-TZVPD" e_tot_ha=-5877.7269 e_homo_ha="-0.3880 / -0.4252" charge=+1 relative_energy_ev=0.000 multiplicity=3 orbital_gap_ev="6.510 / 6.353" molar_mass_g_mol=1163.51
Au 0.267 1.209 0.229
F -1.475 -0.086 2.014
B -1.337 0.802 3.185
F -1.090 0.013 4.294
F -2.513 1.549 3.273
F -0.242 1.641 2.877
C -3.914 -1.929 3.008
Si -2.726 -2.914 1.977
C -3.566 -4.466 1.347
C -1.123 -3.275 2.843
As -2.167 -1.705 -0.020
Si -1.329 -3.150 -1.739
C -0.280 -2.106 -2.886
C -2.781 -3.902 -2.637
C -0.306 -4.457 -0.893
Si -4.157 -0.568 -0.683
C -3.857 0.106 -2.400
C -5.476 -1.891 -0.743
C -4.594 0.764 0.544
H -4.134 -2.497 3.919
H -4.860 -1.736 2.495
H -3.480 -0.975 3.311
H -3.972 -5.011 2.208
H -2.878 -5.134 0.823
H -4.400 -4.236 0.677
H -1.256 -4.073 3.581
H -0.786 -2.376 3.366
H -0.342 -3.583 2.142
H -0.851 -1.816 -3.774
H 0.595 -2.673 -3.219
H 0.074 -1.192 -2.401
H -3.389 -3.141 -3.134
H -3.424 -4.472 -1.961
H -2.405 -4.589 -3.404
H 0.517 -4.011 -0.333
H 0.120 -5.138 -1.637
H -0.903 -5.052 -0.196
H -3.359 -0.622 -3.047
H -3.233 1.002 -2.367
H -4.807 0.381 -2.871
H -5.188 -2.742 -1.365
H -6.384 -1.452 -1.171
H -5.719 -2.258 0.258
H -4.375 1.754 0.136
H -4.043 0.660 1.482
H -5.663 0.724 0.773
F 0.935 7.384 0.104
C 0.331 6.205 0.071
C 0.135 5.593 -1.164
C -0.487 4.370 -1.193
C -0.921 3.739 0.004
C -1.520 2.453 -0.009
C -0.700 4.408 1.238
C -0.081 5.633 1.270
H 0.466 6.088 -2.068
H -0.657 3.870 -2.141
H -1.931 2.101 -0.959
H -2.073 2.161 0.886
H -1.021 3.929 2.157
H 0.093 6.159 2.201
C 2.993 3.369 0.651
C 3.487 2.016 1.185
C 3.170 1.932 2.683
C 4.991 1.908 0.929
P 2.527 0.681 0.280
C 3.174 0.752 -1.428
C 2.549 1.656 -2.289
C 3.005 1.848 -3.584
C 4.076 1.105 -4.056
C 4.697 0.188 -3.218
C 4.263 0.024 -1.910
C 2.814 -1.018 1.009
C 2.312 -2.022 -0.037
C 1.903 -1.146 2.242
C 4.257 -1.323 1.417
H 3.511 4.166 1.192
H 1.920 3.496 0.815
H 3.207 3.494 -0.412
H 3.564 2.825 3.178
H 3.637 1.065 3.152
H 2.092 1.898 2.867
H 5.486 2.757 1.410
H 5.221 1.951 -0.137
H 5.421 0.997 1.344
H 1.685 2.210 -1.941
H 2.518 2.577 -4.219
H 4.431 1.238 -5.071
H 5.533 -0.398 -3.582
H 4.786 -0.678 -1.274
H 1.267 -1.813 -0.284
H 2.371 -3.027 0.391
H 2.891 -2.011 -0.960
H 0.858 -0.951 1.992
H 2.182 -0.467 3.047
H 1.977 -2.169 2.628
H 4.980 -1.148 0.623
H 4.322 -2.379 1.697
H 4.556 -0.738 2.287
I -0.657 1.450 -4.474
I 0.664 0.218 -6.420

[2]
8
Properties=species:S:1:pos:R:3 method="wB97M-V/def2-TZVPD" e_tot_ha=-303.9443 e_homo_ha=-0.3115 smiles="O=C=C=CC=O" relative_energy_ev=1.782 multiplicity=1 orbital_gap_ev=6.972 molar_mass_g_mol=82.06
O 4.345 0.167 0.066
C 3.184 0.289 -0.037
C 1.925 0.045 -0.047
C 0.635 0.371 -0.118
C 0.064 -0.965 0.046
O 0.960 -1.768 -0.060
H 0.157 1.328 -0.253
H -0.978 -1.205 0.266